(1)
{"formula": "C24H28ClN4", "method": "wB97M-V/def2-TZVPD", "orbital_gap_ev": 6.037, "lumo_energy_ev": -8.5, "de_lowest_kcal_mol": 18.2, "total_energy_ha": -1609.6422, "charge": 3, "spin_multiplicity": 1, "elements": ["C", "N", "C", "C", "C", "C", "C", "C", "C", "C", "N", "C", "C", "C", "H", "H", "H", "H", "H", "H", "H", "H", "H", "H", "H", "H", "H", "H", "C", "N", "C", "C", "C", "C", "C", "C", "C", "C", "N", "C", "C", "C", "H", "H", "H", "H", "H", "H", "H", "H", "H", "H", "H", "H", "H", "H", "Cl"], "coordinates": [[6.468, 6.658, 7.568], [6.665, 7.229, 8.947], [7.421, 8.304, 9.091], [7.556, 8.866, 10.367], [7.012, 8.235, 11.456], [6.281, 7.039, 11.281], [6.117, 6.555, 10.030], [7.178, 8.729, 12.858], [6.091, 9.104, 13.604], [6.299, 9.499, 14.932], [7.485, 9.509, 15.486], [8.541, 9.007, 14.794], [8.430, 8.696, 13.495], [7.651, 10.018, 16.907], [7.116, 7.173, 6.830], [5.469, 6.797, 7.165], [6.759, 5.620, 7.611], [7.950, 8.857, 8.258], [8.212, 9.739, 10.437], [5.861, 6.560, 12.175], [5.496, 5.666, 9.762], [5.077, 9.019, 13.175], [5.499, 9.904, 15.580], [9.512, 9.101, 15.242], [9.262, 8.309, 12.919], [8.684, 10.008, 17.244], [7.046, 9.374, 17.533], [7.254, 11.009, 16.830], [14.001, 7.027, 6.304], [13.793, 8.234, 7.109], [13.326, 9.371, 6.574], [13.456, 10.603, 7.217], [14.060, 10.655, 8.455], [14.447, 9.430, 9.033], [14.362, 8.242, 8.359], [14.366, 12.003, 9.035], [15.592, 12.172, 9.687], [15.895, 13.392, 10.247], [15.071, 14.454, 10.102], [13.875, 14.252, 9.509], [13.489, 13.103, 8.938], [15.512, 15.824, 10.452], [13.851, 6.141, 6.945], [15.007, 7.003, 5.912], [13.245, 6.954, 5.517], [12.892, 9.316, 5.608], [13.046, 11.476, 6.685], [14.889, 9.361, 10.045], [14.847, 7.319, 8.650], [16.321, 11.350, 9.642], [16.797, 13.607, 10.777], [13.215, 15.113, 9.374], [12.551, 13.030, 8.416], [15.835, 16.407, 9.602], [16.332, 15.636, 11.152], [14.706, 16.353, 10.953], [10.492, 9.576, 8.763]], "atomic_forces_ev_per_a": [[0.720, 0.524, -0.383], [-0.334, -0.890, -0.702], [0.384, 1.579, 0.237], [0.912, 0.168, -0.173], [-0.155, -0.178, 0.323], [0.027, 0.456, 0.913], [-0.623, -0.404, -1.748], [0.392, -0.305, -0.147], [-0.890, -0.128, 0.486], [-2.006, 0.760, -0.133], [1.734, -0.811, 0.560], [0.500, 1.552, 0.875], [-0.433, -0.964, -1.873], [-0.404, -0.618, -1.056], [-0.074, -0.189, 0.829], [-0.316, -0.100, 0.610], [-0.134, -0.304, -0.095], [-0.734, -1.173, 0.711], [-0.297, -0.255, 0.021], [0.097, -0.065, -0.694], [0.763, 0.863, 0.363], [0.600, 0.410, 0.497], [0.302, -0.456, -0.620], [0.120, -0.338, 0.477], [0.218, 0.237, 0.249], [-0.026, -0.042, -0.364], [-0.075, 0.077, 0.229], [-0.090, 0.638, 0.574], [-1.079, -1.145, 0.164], [1.025, 0.633, 0.703], [0.236, 0.140, 0.903], [-0.702, -0.379, -0.686], [-0.071, 0.175, -0.297], [0.709, 0.097, 1.317], [-0.498, 0.659, -1.414], [-0.016, -0.516, 0.319], [-0.182, -0.394, -0.298], [-0.118, 0.665, -0.356], [-0.570, -0.872, -0.618], [-0.304, 2.454, -0.286], [0.526, -2.305, -0.174], [0.194, -0.578, 1.222], [0.121, 0.479, -0.205], [0.178, 0.174, -0.211], [0.295, 0.254, 0.029], [-0.321, -0.217, -0.710], [0.436, -0.492, 0.440], [-0.259, 0.338, -0.729], [-0.346, 0.086, 0.316], [-0.299, 0.565, 0.485], [0.555, -0.101, 0.100], [0.474, -0.024, 0.374], [-0.238, -0.010, 0.108], [0.120, -0.253, -0.405], [-0.074, 0.661, -0.130], [-0.033, -0.100, 0.070], [0.063, -0.037, -0.001]]}

(2)
{"formula": "C24H28CoN4OS2", "method": "wB97M-V/def2-TZVPD", "orbital_gap_ev": [6.238, 4.286], "s_squared": 6.042, "lumo_energy_ev": [-3.5, -5.5], "de_lowest_kcal_mol": 85.2, "total_energy_ha": -3404.4690, "charge": 1, "spin_multiplicity": 5, "elements": ["Co", "C", "N", "C", "C", "N", "C", "C", "C", "C", "C", "C", "C", "S", "C", "C", "C", "C", "C", "C", "S", "H", "H", "H", "H", "H", "H", "H", "H", "H", "H", "H", "H", "H", "H", "H", "H", "H", "H", "C", "C", "O", "N", "C", "C", "C", "C", "C", "C", "N", "H", "H", "H", "H", "H", "H", "H", "H", "H", "H"], "coordinates": [[0.267, 0.626, 0.953], [-1.058, -2.224, -1.907], [-0.052, -1.544, -1.126], [0.594, -2.316, -0.092], [-0.261, -2.550, 1.166], [-0.709, -1.297, 1.801], [-2.149, -1.104, 1.564], [-0.499, -1.326, 3.239], [-0.957, -2.389, 4.008], [-0.805, -2.395, 5.385], [-0.178, -1.334, 6.025], [0.299, -0.281, 5.279], [0.142, -0.262, 3.888], [0.793, 1.104, 3.045], [0.636, -0.408, -1.699], [0.673, -0.315, -3.252], [0.929, 1.106, -3.786], [3.445, 1.610, -3.233], [3.570, 1.563, -1.886], [2.896, 0.595, -1.111], [2.697, 0.736, 0.556], [-0.636, -2.908, -2.654], [-1.686, -1.487, -2.404], [-1.695, -2.810, -1.247], [1.481, -1.778, 0.253], [0.895, -3.308, -0.466], [0.377, -3.099, 1.861], [-1.121, -3.182, 0.928], [-2.729, -1.941, 1.966], [-2.328, -1.018, 0.495], [-2.473, -0.190, 2.058], [-1.450, -3.226, 3.538], [-1.177, -3.227, 5.960], [-0.062, -1.334, 7.097], [0.810, 0.548, 5.745], [-0.046, -0.903, -3.809], [0.467, 1.291, -4.756], [3.998, 2.337, -3.808], [4.196, 2.271, -1.361], [-3.754, 2.459, 0.345], [-2.250, 2.392, 0.340], [-1.641, 1.675, 1.134], [-1.623, 3.154, -0.562], [-0.180, 3.136, -0.703], [0.257, 1.960, -1.558], [0.607, 2.188, -2.850], [2.479, 0.757, -3.949], [2.180, -0.594, -3.287], [2.223, -0.551, -1.758], [0.164, 0.745, -0.977], [-4.126, 2.218, 1.336], [-4.142, 1.715, -0.352], [-4.121, 3.438, 0.049], [-2.154, 3.640, -1.267], [0.261, 3.056, 0.302], [0.142, 4.071, -1.157], [0.672, 3.201, -3.216], [2.726, 0.671, -5.006], [2.616, -1.474, -3.751], [2.572, -1.487, -1.325]], "atomic_forces_ev_per_a": [[-0.840, -0.731, -0.886], [0.193, 0.087, 0.024], [0.196, -0.359, 0.167], [-0.251, -0.037, 0.108], [0.551, -0.348, -0.562], [0.207, 0.388, 0.493], [-0.507, 0.132, 0.071], [-0.153, -0.353, -0.079], [0.023, 0.095, -0.210], [0.047, 0.062, -0.052], [0.100, 0.141, 0.099], [-0.007, -0.094, 0.332], [0.293, 0.664, -0.380], [-0.022, -0.212, 1.319], [-0.805, 0.749, 0.384], [-0.382, -0.199, -0.003], [-0.300, 0.345, 0.262], [-0.070, -0.506, 0.055], [0.700, 0.381, -0.553], [-0.572, -0.677, 0.838], [0.785, 0.237, -0.527], [-0.058, -0.039, -0.071], [-0.097, -0.069, -0.062], [-0.087, -0.044, 0.039], [-0.028, -0.159, -0.099], [0.161, 0.011, 0.127], [-0.104, -0.021, -0.011], [-0.026, 0.019, 0.096], [0.088, -0.051, -0.074], [0.042, 0.038, -0.055], [-0.021, -0.084, -0.097], [-0.041, -0.052, -0.127], [-0.056, -0.095, 0.047], [0.024, -0.012, 0.075], [0.007, 0.060, 0.087], [-0.042, -0.047, 0.003], [0.105, -0.083, -0.004], [0.063, 0.226, 0.060], [0.053, 0.101, 0.014], [0.085, -0.122, 0.051], [-0.537, 0.641, -0.614], [0.501, -0.242, 0.482], [-0.036, -0.028, 0.195], [0.361, -0.480, -0.169], [0.091, 0.667, -0.950], [-0.423, -0.009, 0.486], [0.660, -0.006, -0.134], [0.287, -0.185, -0.190], [0.480, 0.115, -0.124], [-0.555, -0.303, -0.092], [0.020, 0.001, 0.050], [0.003, -0.014, -0.027], [-0.011, 0.058, -0.051], [-0.082, -0.038, 0.147], [-0.037, 0.220, -0.175], [-0.010, -0.018, 0.079], [-0.002, 0.213, 0.037], [0.043, -0.022, 0.057], [0.012, -0.049, 0.007], [-0.021, 0.141, 0.084]]}

(3)
{"formula": "C24H28F3N4O10P2", "method": "wB97M-V/def2-TZVPD", "orbital_gap_ev": 7.284, "lumo_energy_ev": 1.9, "total_energy_ha": -2885.2250, "charge": -1, "spin_multiplicity": 1, "elements": ["N", "P", "O", "C", "C", "C", "F", "F", "F", "C", "C", "O", "O", "C", "N", "C", "P", "O", "O", "O", "C", "C", "C", "C", "O", "N", "C", "C", "C", "C", "C", "N", "C", "C", "H", "H", "H", "H", "H", "H", "H", "H", "H", "H", "H", "H", "H", "H", "C", "O", "C", "C", "O", "C", "C", "O", "C", "H", "H", "H", "H", "H", "H", "H", "H", "H", "H", "H", "H", "H", "H"], "coordinates": [[-5.467, 3.671, 3.312], [-6.262, 2.180, 3.011], [-6.458, 2.281, 1.385], [-4.811, 1.013, 3.230], [-4.690, 0.321, 4.487], [-5.764, 0.527, 5.528], [-6.982, 0.147, 5.083], [-5.559, -0.111, 6.671], [-5.862, 1.857, 5.848], [-3.614, -0.480, 4.752], [-3.349, -1.247, 6.062], [-2.539, -0.666, 6.805], [-3.919, -2.328, 6.151], [-2.620, -0.628, 3.760], [-1.540, -1.396, 4.037], [-0.631, -1.507, 3.114], [0.769, -2.549, 3.573], [1.050, -3.612, 2.608], [0.354, -3.104, 4.993], [2.028, -1.579, 3.758], [-0.725, -0.840, 1.855], [0.350, -0.974, 0.805], [0.301, 0.199, -0.185], [1.583, 0.682, -0.726], [0.741, 1.440, 0.264], [-1.757, -0.098, 1.576], [-2.726, 0.016, 2.526], [-3.848, 0.843, 2.273], [-3.840, 1.512, 0.941], [-3.126, 2.680, 0.729], [-3.088, 3.255, -0.529], [-3.703, 2.737, -1.589], [-4.392, 1.617, -1.379], [-4.491, 0.972, -0.161], [-4.473, 3.661, 3.108], [-5.592, 3.883, 4.295], [-5.953, 3.023, 1.028], [-0.125, -2.460, 5.541], [1.890, -0.901, 4.431], [1.339, -0.975, 1.255], [0.175, -1.893, 0.244], [-0.540, 0.221, -0.880], [2.493, 0.614, -0.148], [1.596, 1.175, -1.688], [-2.578, 3.138, 1.542], [-2.515, 4.161, -0.681], [-4.891, 1.189, -2.239], [-5.067, 0.063, -0.068], [3.664, -1.800, -7.321], [4.464, -0.961, -6.521], [3.738, 0.057, -5.855], [4.299, 0.339, -4.480], [4.039, -0.661, -3.514], [4.728, -1.896, -3.604], [6.200, -1.828, -3.271], [6.950, -1.228, -4.315], [8.032, -0.454, -3.855], [3.335, -1.290, -8.234], [4.270, -2.662, -7.598], [2.785, -2.154, -6.772], [2.682, -0.221, -5.763], [3.805, 0.978, -6.451], [3.782, 1.226, -4.104], [5.363, 0.581, -4.533], [4.568, -2.377, -4.571], [4.260, -2.526, -2.844], [6.566, -2.853, -3.124], [6.331, -1.276, -2.334], [7.710, 0.273, -3.101], [8.432, 0.088, -4.711], [8.825, -1.081, -3.431]], "atomic_forces_ev_per_a": [[0.059, -0.170, 0.092], [-0.337, -0.062, 0.150], [-0.065, 0.179, 0.135], [-0.315, 0.054, 0.150], [0.018, 0.180, -0.408], [0.039, -0.089, 0.134], [0.061, 0.040, 0.062], [-0.020, 0.132, -0.058], [-0.102, -0.068, -0.062], [-0.229, -0.107, 0.568], [0.373, 0.335, 0.004], [0.153, 0.148, 0.133], [-0.297, -0.667, 0.001], [0.067, -0.017, -0.061], [-0.085, 0.083, -0.031], [0.335, 0.213, -0.002], [-0.446, -0.955, -0.263], [0.273, 0.170, -0.083], [0.429, 0.349, 0.226], [0.039, 0.190, 0.109], [0.070, -0.095, -0.121], [-0.584, 1.071, -0.453], [0.614, -1.333, 0.077], [-0.691, 1.793, 1.395], [-0.271, 0.136, -0.630], [-0.113, -0.049, 0.099], [0.121, -0.036, -0.002], [0.097, 0.132, -0.440], [-0.074, 0.044, -0.161], [0.070, 0.096, 0.280], [-0.018, -0.136, -0.054], [0.036, 0.214, 0.030], [-0.065, -0.268, -0.128], [0.204, -0.044, 0.035], [0.003, 0.047, 0.053], [0.033, 0.261, -0.022], [0.057, -0.099, -0.167], [-0.387, -0.165, -0.052], [0.048, 0.019, 0.017], [0.059, -0.297, 0.070], [0.263, -0.173, 0.112], [-0.005, 0.023, 0.234], [0.431, -1.046, -0.702], [0.190, -0.150, -0.123], [0.059, 0.003, 0.030], [0.005, 0.076, -0.111], [-0.030, 0.048, -0.098], [-0.047, -0.027, 0.008], [0.070, 0.071, -0.058], [-0.055, -0.163, 0.221], [0.117, 0.025, -0.217], [0.031, 0.111, 0.065], [-0.071, 0.035, 0.058], [-0.092, -0.113, 0.020], [0.142, -0.117, -0.112], [-0.155, 0.216, 0.029], [0.015, -0.098, -0.067], [-0.061, -0.019, 0.009], [0.026, 0.026, -0.034], [-0.015, 0.009, -0.012], [0.000, -0.017, 0.028], [-0.139, 0.054, 0.058], [0.003, 0.005, 0.004], [0.026, -0.126, -0.110], [0.126, 0.088, -0.068], [-0.007, 0.008, 0.006], [-0.026, 0.006, 0.142], [-0.011, 0.025, -0.002], [0.023, -0.013, 0.027], [0.022, -0.036, -0.015], [0.005, 0.040, 0.053]]}

(4)
{"formula": "C24H28GeN5O3Pd", "method": "wB97M-V/def2-TZVPD", "orbital_gap_ev": [7.029, 5.368], "s_squared": 6.016, "lumo_energy_ev": [-2.9, -6.0], "de_lowest_kcal_mol": 53.1, "total_energy_ha": -3635.1917, "charge": 1, "spin_multiplicity": 5, "elements": ["Pd", "O", "C", "N", "C", "O", "C", "C", "C", "C", "C", "N", "C", "C", "C", "C", "C", "N", "H", "H", "H", "H", "H", "H", "H", "H", "C", "Ge", "C", "C", "C", "H", "H", "H", "H", "H", "H", "H", "H", "H", "H", "H", "N", "C", "N", "C", "C", "C", "C", "C", "C", "H", "H", "H", "H", "H", "H", "C", "O", "H", "H", "H"], "coordinates": [[-0.412, -0.280, -0.340], [2.332, 1.534, 1.828], [1.649, 0.626, 1.313], [1.449, 0.365, 0.008], [2.280, 0.849, -1.002], [3.503, 0.807, -0.880], [1.747, 1.478, -2.269], [2.458, 2.604, -2.785], [2.137, 3.183, -3.963], [1.082, 2.582, -4.714], [0.370, 1.565, -4.152], [0.758, 0.981, -2.986], [0.824, -0.184, 2.271], [1.083, -0.525, 3.608], [0.260, -1.431, 4.284], [-0.923, -1.835, 3.662], [-1.128, -1.526, 2.307], [-0.237, -0.760, 1.644], [3.320, 3.006, -2.151], [2.675, 4.018, -4.363], [0.819, 2.877, -5.700], [-0.579, 1.232, -4.542], [1.888, 0.032, 4.162], [0.441, -1.686, 5.329], [-1.635, -2.390, 4.227], [-1.967, -1.858, 1.731], [-2.565, 4.026, 1.288], [-1.716, 2.371, 1.791], [-3.058, 1.070, 2.326], [-0.471, 2.865, 3.295], [-0.905, 1.820, 0.075], [-3.122, 4.335, 2.181], [-3.276, 3.943, 0.464], [-1.815, 4.775, 1.052], [-3.992, 1.635, 2.337], [-2.861, 0.636, 3.274], [-3.187, 0.272, 1.590], [-0.562, 2.063, 4.037], [-0.950, 3.748, 3.739], [0.569, 3.024, 3.068], [-0.004, 2.383, -0.108], [-1.668, 2.172, -0.649], [-0.119, -3.755, -2.595], [-0.643, -2.587, -2.190], [0.039, -2.072, -1.176], [1.091, -2.956, -0.888], [2.065, -3.020, 0.145], [3.097, -3.978, -0.037], [3.057, -4.886, -1.085], [2.007, -4.940, -2.003], [1.031, -4.000, -1.831], [-0.639, -4.384, -3.204], [-1.467, -2.157, -2.729], [2.003, -2.406, 1.094], [3.935, -3.966, 0.659], [3.904, -5.557, -1.220], [1.966, -5.737, -2.743], [-3.228, 0.057, -1.277], [-2.214, -0.918, -1.236], [-3.611, 0.387, -0.267], [-4.072, -0.407, -1.824], [-2.816, 0.881, -1.880]], "atomic_forces_ev_per_a": [[-0.274, -0.244, -0.442], [-0.794, -1.436, -1.117], [1.955, 2.462, 2.032], [1.022, 0.426, -0.410], [2.469, 0.026, 0.824], [-1.644, 0.091, -0.244], [0.341, 0.906, -1.779], [1.771, 0.051, 2.902], [-1.324, -1.145, -1.505], [0.785, 0.594, 0.745], [0.569, -0.441, 1.439], [-1.334, -0.269, 0.995], [-1.204, -2.014, -0.339], [0.995, 1.244, 0.346], [-0.583, 1.027, -0.454], [0.666, 0.038, -0.836], [1.400, 0.624, 0.967], [-0.373, -0.923, 2.069], [-1.351, -0.587, -0.989], [0.228, 0.270, -0.051], [-0.166, 0.652, -0.547], [0.134, -0.385, -0.426], [-0.663, -0.887, -0.863], [0.061, 0.059, -0.376], [-0.455, -0.466, 0.051], [-0.381, -0.219, -0.049], [-0.577, 0.281, -0.085], [1.190, -0.386, 0.858], [-0.525, 0.460, -0.999], [-1.422, -0.761, -0.103], [-1.359, 2.574, -0.690], [0.093, 0.119, -0.128], [0.113, -0.027, 0.031], [0.025, 0.123, -0.019], [-0.114, -0.205, 0.290], [0.065, -0.339, 0.915], [0.165, 0.087, 0.202], [0.197, 0.122, -0.040], [0.344, -0.037, -0.108], [0.258, 0.141, -0.274], [0.357, 0.170, -0.187], [0.558, -0.262, 0.052], [-0.078, 0.091, -0.001], [1.096, -0.642, 0.140], [-0.105, -1.582, -1.108], [0.246, -0.512, 0.485], [0.116, 0.023, 0.044], [-1.101, 1.331, 0.691], [0.334, -0.374, -0.794], [0.915, -0.959, 0.799], [-0.882, 0.655, -0.489], [0.709, 0.202, 0.098], [0.031, 0.037, 0.290], [0.277, -0.508, -1.577], [-0.303, -0.187, -0.146], [-0.264, 0.026, 0.100], [-0.045, 0.342, 0.048], [-1.145, -1.319, -0.160], [-1.962, 1.326, 0.563], [0.883, -0.094, -1.015], [0.219, 0.543, 0.126], [-0.162, 0.089, 0.249]]}